63
Properties=species:S:1:pos:R:3:forces:R:3 method="wB97M-V/def2-TZVPD" homo_lumo_gap_ev=8.104 total_charge=0 e_lumo_ev=-0.286
N -7.195542 -1.391311 -0.905510 -0.1451 -0.1420 -0.0838
C -6.509479 -0.376583 -0.346080 -0.4369 -0.3031 -0.2157
O -7.020425 0.681569 -0.016282 0.0260 0.1849 0.0857
C -5.069352 -0.651006 -0.165260 0.7099 -0.1649 0.0262
N -4.533205 -1.783439 -0.564125 -0.4585 0.0393 -0.0834
S -2.946444 -1.841620 -0.273366 -0.1350 0.4697 0.1886
C -2.868710 -0.259888 0.452535 -0.6893 -0.4649 -0.3340
C -4.159436 0.288191 0.420908 0.6189 -0.3494 0.0833
N -4.524607 1.485573 0.878811 -0.1594 0.4943 0.1267
H -3.793379 2.116611 1.174096 -0.1085 -0.0619 -0.0670
H -5.488369 1.759567 0.745941 0.1238 -0.0016 0.0366
C -1.716319 0.494125 0.918935 -0.0069 0.2181 0.1152
O -1.845044 1.692927 1.162754 -0.0915 -0.1145 0.1775
N -0.487977 -0.100683 1.024130 0.2397 0.1885 0.0482
C -0.283464 -1.506905 1.311402 -0.0755 -0.3725 0.1234
C 0.543202 -2.197276 0.259770 0.0792 -0.2174 -0.1902
C 0.314322 -1.996739 -1.096236 0.1170 -0.1319 0.1009
C 1.096492 -2.665680 -2.021965 -0.0480 0.0079 0.0724
C 2.087500 -3.514748 -1.551897 -0.1044 0.0369 -0.2768
N 2.316998 -3.712626 -0.265389 0.4473 -0.3809 0.0613
C 1.566876 -3.072990 0.611886 -0.3956 0.2499 0.1616
H 1.796807 -3.259882 1.652539 -0.0273 0.0884 0.1582
H 2.729126 -4.060557 -2.231165 0.0152 -0.0040 -0.1400
H 0.940463 -2.531944 -3.081391 0.0049 -0.0080 -0.0978
H -0.471608 -1.329989 -1.421502 -0.0172 0.0913 -0.0590
H 0.217621 -1.602710 2.281655 -0.1609 -0.0399 -0.1154
H -1.253053 -2.003041 1.396706 0.1431 0.1050 0.1317
C 0.591282 0.811739 1.416502 -0.0319 0.1881 0.2145
C 0.669247 2.003478 0.499206 0.0957 0.2050 -0.1910
C 1.012174 3.247834 1.014789 -0.0322 -0.2415 -0.1531
C 1.138143 4.347740 0.187101 -0.0029 0.0997 -0.2172
C 0.916700 4.190300 -1.168666 0.0186 -0.1192 0.0543
C 0.577277 2.965505 -1.712772 0.0809 0.2482 -0.0479
C 0.461156 1.874164 -0.871565 -0.0100 0.1046 0.2384
H 0.183758 0.915268 -1.284412 -0.0453 -0.1018 -0.0323
H 0.405166 2.877319 -2.773961 -0.0101 0.0232 -0.1086
F 1.039800 5.257878 -1.984956 -0.0267 -0.0578 0.0669
H 1.395569 5.318655 0.579230 0.0310 0.1128 0.0158
H 1.171186 3.358954 2.076378 0.0031 0.0179 0.1448
H 0.395143 1.166440 2.439987 0.1453 -0.0692 -0.1947
C 1.941638 0.060533 1.482514 -0.2190 0.4429 -0.3124
O 2.267615 -0.543013 2.484396 0.1357 -0.2821 0.4855
N 2.693898 0.128454 0.376746 0.2226 0.0480 -0.2317
H 2.398927 0.713967 -0.390229 -0.0312 -0.0252 0.1263
C 4.005672 -0.488466 0.286364 0.0702 0.1515 0.0378
C 5.071931 0.382066 0.956598 -0.0187 -0.3406 0.1681
C 6.435968 -0.292884 0.852695 0.0200 0.2878 -0.1645
C 6.796770 -0.554150 -0.606514 0.0201 -0.2919 0.1543
C 5.724155 -1.407066 -1.277321 0.0181 0.3188 -0.1467
C 4.361392 -0.727987 -1.176131 -0.0353 -0.3387 0.1660
H 3.597286 -1.351045 -1.644868 -0.0325 0.0986 -0.0075
H 4.390618 0.231981 -1.699625 -0.0316 0.0902 -0.0645
H 5.977496 -1.568902 -2.326722 -0.0080 -0.0919 -0.0023
H 5.672245 -2.381899 -0.788909 0.0086 -0.1082 -0.0118
H 7.762018 -1.059976 -0.665020 0.0600 0.0557 -0.0519
H 6.885710 0.398137 -1.134705 0.0509 0.0571 -0.0485
H 7.194998 0.338565 1.317723 0.0253 -0.0638 0.0792
H 6.408388 -1.240213 1.394374 0.0514 -0.0607 0.0842
H 4.802489 0.532067 2.002780 -0.0438 0.0716 0.0049
H 5.099897 1.358626 0.466113 -0.0408 0.0652 -0.0347
H 3.944371 -1.444744 0.818286 0.0458 0.0475 -0.0788
H -8.182838 -1.294519 -1.070402 0.0727 0.0477 0.0335
H -6.713601 -2.236368 -1.159182 -0.0212 -0.0072 -0.0089